[1]
The following is a DFT calculation (the ωB97M-V functional and the def2-TZVPD basis) of a 4-piece molecular cluster, C14H27N3O14P overall in a non-equilibrium geometry.

Structure (XYZ):
```
59
C14H27N3O14P, DFT the ωB97M-V functional and the def2-TZVPD basis
N 1.6345 -0.2876 -3.2454
C 2.6182 -0.9182 -2.5832
N 3.9337 -0.5497 -2.7849
C 4.4330 -1.0415 -4.1479
O 5.8030 -0.9361 -4.1899
O 6.3506 -2.2509 -4.3268
N 2.3182 -1.9113 -1.7446
P 0.7290 -2.5283 -1.4108
O -0.1989 -2.3890 -2.5089
O 0.2423 -1.8163 -0.1158
O 1.0234 -4.0324 -1.0166
H 1.0108 0.2790 -2.6809
H 1.9873 0.2440 -4.0320
H 4.4903 -1.0644 -2.1056
H 3.9478 -0.4646 -4.9277
H 4.1462 -2.0818 -4.2668
H 6.9542 -2.3153 -3.5757
H 3.0936 -2.3260 -1.2477
H 0.8075 -1.9983 0.6513
H 1.6577 -4.3964 -1.6468
C -4.2928 0.4302 -5.1222
C -2.8182 0.1396 -5.0233
C -2.2756 0.0488 -3.6147
O -0.9062 0.4542 -3.8072
C -0.8683 1.2679 -4.8888
O 0.0914 1.9080 -5.1841
O -2.0288 1.2322 -5.5572
H -4.5853 0.5715 -6.1614
H -4.8721 -0.3927 -4.7053
H -4.5429 1.3469 -4.5873
H -2.5658 -0.7557 -5.5965
H -2.3222 -0.9519 -3.1953
H -2.7508 0.7553 -2.9311
C -2.4787 -1.4495 4.5885
C -1.2804 -1.7123 3.7124
C -0.0594 -2.2273 4.4338
O 1.0065 -1.7458 3.5899
C 0.5614 -0.6245 2.9803
O 1.2560 0.1243 2.3674
O -0.7713 -0.4801 3.1444
H -3.2821 -0.9930 4.0125
H -2.8451 -2.3791 5.0224
H -2.2262 -0.7580 5.3932
H -1.5516 -2.3705 2.8816
H -0.0272 -3.3104 4.5102
H 0.0623 -1.7896 5.4258
C 0.8108 3.8419 4.9847
C -0.4728 3.1985 4.5237
C -1.4046 4.1198 3.7743
O -2.6848 3.5329 4.0533
C -2.5911 2.8939 5.2471
O -3.5103 2.4598 5.8544
O -1.2940 2.8100 5.6401
H 1.3875 3.1500 5.5975
H 1.4175 4.1417 4.1307
H 0.6031 4.7187 5.5986
H -0.2567 2.2960 3.9443
H -1.2201 4.1442 2.7035
H -1.3936 5.1390 4.1668
```

Properties
Net charge: +1
HOMO energy: -12.50 eV
DFT total energy: -2108.47937 hartree
HOMO-LUMO gap: 8.73 eV

List of Mulliken charges in e, atom by atom: -0.167 0.492 -0.291 -0.396 -0.211 -0.338 -0.087 0.353 -0.488 -0.125 -0.519 0.262 0.219 0.278 0.324 0.413 0.339 0.270 0.302 0.346 -1.473 0.496 -0.567 -0.170 0.579 -0.563 -0.345 0.367 0.383 0.362 0.260 0.353 0.302 -1.510 0.589 -0.515 -0.351 0.738 -0.581 -0.288 0.364 0.404 0.341 0.197 0.327 0.329 -1.520 0.883 -0.474 -0.332 0.648 -0.527 -0.360 0.366 0.379 0.383 -0.070 0.325 0.296



[2]
The following is a DFT calculation (the ωB97M-V functional and the def2-TZVPD basis) of a 5-piece molecular cluster, C13H29Cl8OPS overall.

Structure (XYZ):
```
53
C13H29Cl8OPS, DFT the ωB97M-V functional and the def2-TZVPD basis
C 2.1550 -2.4529 0.9235
O 2.3843 -1.1833 0.3681
C 1.2815 -0.6879 -0.3758
C 0.2930 0.1006 0.4863
C -1.1624 -0.0567 0.0201
C -1.7796 -1.3769 0.5015
P -3.3082 -1.7819 -0.4541
S -4.2009 -3.2529 0.8378
H 1.3136 -2.4443 1.6302
H 3.0517 -2.7381 1.4724
H 1.9494 -3.1956 0.1446
H 0.7610 -1.5258 -0.8607
H 1.7106 -0.0567 -1.1565
H 0.3774 -0.2853 1.5099
H 0.5637 1.1552 0.5312
H -1.2038 0.0057 -1.0718
H -1.7262 0.7798 0.4369
H -1.0539 -2.1944 0.4329
H -2.0580 -1.2986 1.5556
H -2.7175 -2.7129 -1.3377
H -3.5768 -2.8766 1.9572
Cl 6.1471 3.0309 -0.5038
C 5.2179 2.8071 1.0039
C 3.8572 2.2140 0.7602
Cl 2.7753 3.3515 -0.1001
H 5.1482 3.7765 1.4908
H 5.7917 2.1302 1.6350
H 3.3849 1.9844 1.7117
H 3.9124 1.3011 0.1747
Cl 0.9831 2.2463 3.3024
C 1.4100 1.4516 4.8392
C 2.8998 1.2464 4.9302
Cl 3.4663 0.1027 3.6846
H 0.8752 0.5060 4.8793
H 1.0724 2.0896 5.6539
H 3.1745 0.8459 5.9041
H 3.4263 2.1842 4.7698
Cl -2.1309 3.4846 0.5492
C -1.6649 4.1209 -1.0510
C -2.7478 3.9217 -2.0793
Cl -2.9997 2.2044 -2.4790
H -0.7402 3.6288 -1.3421
H -1.4776 5.1860 -0.9269
H -2.4668 4.4296 -3.0003
H -3.6973 4.3180 -1.7289
Cl -4.2568 -2.5375 -5.8585
C -3.8546 -4.2628 -5.6678
C -3.4236 -4.5917 -4.2620
Cl -1.8560 -3.8479 -3.8509
H -3.0737 -4.5014 -6.3850
H -4.7505 -4.8304 -5.9128
H -3.3028 -5.6683 -4.1576
H -4.1528 -4.2429 -3.5348
```

Properties
Energy relative to the best compared isomer or geometry (same formula, charge and spin): 0.0 kcal per mole
Net charge: 0
SMILES string: COCCCCPS.ClCCCl.ClCCCl.ClCCCl.ClCCCl
HOMO energy: -8.33 eV
DFT total energy: -5009.03422 hartree
HOMO-LUMO gap: 8.82 eV

List of Mulliken charges in e, atom by atom: -0.769 -0.335 -0.716 0.304 -0.534 -0.915 0.207 -0.302 0.277 0.254 0.338 0.388 0.358 0.051 -0.026 0.334 0.134 0.458 0.425 -0.067 0.117 -0.204 -0.502 0.423 -0.193 0.359 0.334 -0.476 0.222 -0.121 -0.508 -0.519 -0.145 0.291 0.353 0.377 0.306 -0.181 -0.464 -0.466 -0.146 0.275 0.376 0.309 0.314 -0.176 -0.420 -0.463 -0.174 0.316 0.295 0.313 0.316



[3]
The following is a DFT calculation (the ωB97M-V functional and the def2-TZVPD basis) of a 8-piece molecular cluster, C26H69ClN3O14 overall in a non-equilibrium geometry.

Structure (XYZ):
```
113
C26H69ClN3O14, DFT the ωB97M-V functional and the def2-TZVPD basis
Cl -0.7731 2.8828 -0.0564
O -1.5258 3.5203 1.0182
O -0.4717 1.5751 0.4535
O -1.6809 2.8754 -1.1627
O 0.5085 3.4729 -0.4762
C -7.9239 5.8433 -0.9313
C -7.6228 6.2325 0.4817
O -8.3538 7.4483 0.7776
H -8.9300 5.7930 -1.3478
H -7.4057 4.9201 -1.1905
H -7.3250 6.5605 -1.4926
H -6.5360 6.2338 0.5653
H -7.9947 5.4372 1.1277
H -7.6854 8.1317 0.6895
C 5.3321 0.0839 2.4714
C 4.9887 0.7717 3.8919
O 3.5761 0.5672 4.1075
H 6.3355 0.1399 2.0494
H 4.8211 0.7263 1.7544
H 5.0068 -0.9496 2.3527
H 5.2632 1.8213 3.9974
H 5.5059 0.2926 4.7231
H 3.1172 0.4888 3.2680
C -4.7599 4.8144 7.2331
C -3.7706 4.9621 8.4527
O -3.8200 3.9463 9.4723
H -4.9879 3.7569 7.0989
H -4.3087 5.1441 6.2973
H -5.6534 5.4386 7.2238
H -3.7150 5.9402 8.9304
H -2.7758 4.9476 8.0074
H -3.0894 4.1252 10.0687
C -7.0309 -0.7558 -4.1976
C -7.0752 -1.7533 -3.0241
O -5.7483 -1.7922 -2.5829
H -6.3657 0.0737 -3.9579
H -8.0248 -0.4376 -4.5124
H -6.6841 -1.2314 -5.1150
H -7.5698 -2.7084 -3.2009
H -7.5111 -1.4683 -2.0665
H -5.4849 -0.8734 -2.6730
C 0.4421 -7.9865 -5.8478
O 0.1479 -6.6131 -5.3382
C 1.0589 -5.7705 -6.0645
C 0.6464 -4.3792 -5.5953
N 1.4583 -3.3232 -6.0486
C 1.0483 -2.1547 -5.3006
C 1.8150 -0.9836 -5.9081
O 3.2556 -1.2443 -5.7612
C 3.9090 -1.0275 -4.4744
H 0.2644 -8.0941 -6.9178
H -0.2033 -8.7519 -5.4169
H 1.4754 -8.3320 -5.8826
H 1.1421 -5.8287 -7.1498
H 2.0760 -6.0156 -5.7586
H 0.4804 -4.3050 -4.5205
H -0.2982 -4.2787 -6.1298
H 2.4487 -3.4912 -5.9442
H 1.3075 -2.1766 -4.2421
H -0.0297 -2.1038 -5.4536
H 1.4678 -0.0467 -5.4724
H 1.6111 -0.8911 -6.9748
H 4.9842 -0.9575 -4.6394
H 3.8299 -2.0249 -4.0421
H 3.4707 -0.2723 -3.8219
C 2.0269 9.2909 -2.5524
O 0.7064 9.8283 -2.7880
C -0.3347 9.2056 -2.0727
C -0.3412 9.3659 -0.5466
N -0.7178 10.7784 -0.2375
C -0.5324 10.9697 1.1934
C -1.3576 10.1548 2.2378
O -1.0198 10.6878 3.5575
C -1.6902 10.0020 4.5441
H 2.7872 9.8684 -3.0783
H 2.0110 8.2736 -2.9434
H 2.2800 9.4089 -1.4988
H -0.4582 8.1395 -2.2630
H -1.2095 9.6217 -2.5725
H 0.5709 9.0743 -0.0257
H -1.0811 8.5987 -0.3185
H -0.1451 11.3901 -0.8013
H -0.7492 11.9880 1.5161
H 0.5446 10.8684 1.3274
H -1.0833 9.1035 2.1506
H -2.3414 10.0466 1.7811
H -2.6786 9.7147 4.1852
H -1.7472 10.5678 5.4740
H -0.9883 9.1712 4.6163
C 2.8133 -6.9032 1.7722
O 2.5809 -8.2945 2.2021
C 2.1582 -9.1104 1.1713
C 2.3686 -10.5162 1.6894
N 3.7667 -10.7737 1.9120
C 4.0866 -12.2284 2.0393
C 5.4824 -12.3874 2.3821
O 5.7974 -12.0168 3.7499
C 7.2117 -12.2076 3.9880
H 3.7017 -7.0037 1.1487
H 2.7775 -6.2903 2.6728
H 1.9845 -6.5535 1.1566
H 2.6566 -8.8812 0.2294
H 1.0785 -9.0169 1.0545
H 1.8378 -11.1739 1.0011
H 1.7488 -10.6963 2.5677
H 3.8720 -10.4108 2.8487
H 3.9354 -12.7172 1.0769
H 3.4197 -12.8159 2.6703
H 6.1123 -11.8085 1.7066
H 5.7136 -13.4430 2.2394
H 7.7802 -11.6703 3.2289
H 7.4354 -13.2616 3.8229
H 7.5704 -11.8823 4.9645
```

Properties
Energy relative to the best compared isomer or geometry (same formula, charge and spin): 120.7 kcal per mole
Net charge: -1
HOMO energy: -5.73 eV
DFT total energy: -2709.26060 hartree
HOMO-LUMO gap: 7.71 eV

Atom charges from the Mulliken analysis, given in e for atoms 1 to 99: 1.562 -0.640 -0.650 -0.631 -0.644 -0.929 -0.253 -0.513 0.294 0.331 0.247 0.270 0.245 0.308 -1.093 -0.117 -0.519 0.342 0.328 0.300 0.211 0.229 0.319 -0.926 -0.251 -0.529 0.284 0.299 0.262 0.301 0.266 0.294 -1.026 -0.150 -0.495 0.368 0.280 0.255 0.271 0.224 0.273 -0.858 -0.298 -0.487 -0.630 -0.269 -0.528 -0.612 -0.403 -0.685 0.344 0.306 0.326 0.391 0.352 0.345 0.150 0.263 0.339 0.437 0.388 0.302 0.262 0.251 0.316 -0.633 -0.360 -0.811 -0.286 -0.449 -0.647 -0.560 -0.343 -0.687 0.248 0.290 0.247 0.436 0.336 0.347 0.251 0.292 0.376 0.375 0.369 0.382 0.293 0.246 0.289 -0.751 -0.323 -0.581 -0.773 -0.345 -0.738 -0.539 -0.318 -0.693 0.319



[4]
The following is a DFT calculation (the ωB97M-V functional and the def2-TZVPD basis) of a 2-piece molecular cluster, C8H5F3N4 overall in a non-equilibrium geometry.

Structure (XYZ):
```
20
C8H5F3N4, DFT the ωB97M-V functional and the def2-TZVPD basis
C 5.3795 -2.3075 -0.8330
C -1.3793 -0.1264 0.0745
C -1.0116 1.1745 -0.0194
C -0.4547 -1.1680 0.2074
C 0.3253 1.5165 0.0235
C 0.8649 -0.8974 0.0139
C 1.1901 0.4714 -0.2112
C 5.3927 0.5835 0.2003
N 5.2496 -3.3049 -0.3129
N 2.4847 0.8649 -0.3829
N 3.3505 0.1125 -0.7792
N 4.5510 0.0126 -0.7871
F 5.5222 1.9036 0.0447
F 6.6410 0.0062 0.1380
F 4.9792 0.4070 1.4425
H -2.3336 -0.5025 0.1509
H -1.6850 1.9255 -0.0052
H -0.9039 -2.0880 0.4057
H 0.6654 2.4688 0.0432
H 1.5297 -1.7537 0.0030
```

Properties
Energy relative to the best compared isomer or geometry (same formula, charge and spin): 82.4 kcal per mole
Net charge: 0
HOMO energy (alpha / beta): -9.22 / -9.88 eV
DFT total energy: -826.21914 hartree
HOMO-LUMO gap (alpha / beta): 6.37 / 7.55 eV

List of Mulliken charges in e, atom by atom: 0.144 -0.321 -0.653 -0.544 -0.441 -0.300 0.467 0.906 -0.346 -0.165 0.537 -0.790 -0.238 -0.231 -0.257 0.409 0.463 0.421 0.518 0.422



[5]
The following is a DFT calculation (the ωB97M-V functional and the def2-TZVPD basis) of a 2-piece molecular cluster, C6H13NO3 overall in a non-equilibrium geometry.

Structure (XYZ):
```
23
C6H13NO3, DFT the ωB97M-V functional and the def2-TZVPD basis
C 0.6697 -2.2849 -0.9927
C -0.2306 -1.4733 -0.0968
O -1.0924 -2.0035 0.5947
N 0.0348 -0.1001 -0.0088
C 1.2467 0.4787 -0.5828
C -0.5713 0.6311 1.1018
C 0.3112 0.6865 2.3415
C -1.0514 1.9909 0.6368
O -1.0564 2.9781 1.3296
H 1.7190 -2.1914 -0.6831
H 0.3647 -3.3330 -0.9350
H 0.5989 -1.9446 -2.0348
H 2.1458 0.1996 -0.0142
H 1.3737 0.1607 -1.6228
H 1.1613 1.5725 -0.5794
H -1.5021 0.0921 1.3451
H 0.5811 -0.3310 2.6477
H 1.2311 1.2558 2.1514
H -0.2261 1.1733 3.1630
H -1.4545 2.0166 -0.4013
O -1.8241 0.0942 -2.4730
H -1.2408 0.2202 -1.6895
H -1.1881 0.1115 -3.1975
```

Properties
Energy relative to the best compared isomer or geometry (same formula, charge and spin): 28.8 kcal per mole
Net charge: 0
SMILES string: CC(=O)N(C)[C@@H](C)C=O.O
HOMO energy: -9.83 eV
DFT total energy: -516.89326 hartree
HOMO-LUMO gap: 10.27 eV

List of Mulliken charges in e, atom by atom: -1.210 1.021 -0.630 0.083 -1.123 0.072 -1.357 -0.040 -0.497 0.294 0.338 0.286 0.332 0.383 0.377 0.330 0.366 0.305 0.402 0.347 -0.656 0.270 0.306